No. 1
# C6H10O

An isolated molecule of C6H10O (ωB97M-V with the def2-TZVPD basis set, the Open Molecules 2025 dataset).

XYZ file:
```
17
Properties=species:S:1:pos:R:3:lowdin_charge:R:1
C 0.3291 -1.5561 1.3380 -0.033
C -0.3680 -0.3357 0.7903 -0.371
C 1.2772 0.4660 -0.8447 -0.027
C 0.5170 0.8489 0.3728 -0.232
C -0.1281 1.2378 -0.9004 -0.169
C -1.3588 0.3976 -1.1310 -0.180
O -1.0808 -0.7600 -0.3743 -0.109
H 1.0543 -1.2736 2.1049 0.087
H 0.8475 -2.0870 0.5325 0.080
H -0.4122 -2.2354 1.7620 0.082
H -1.0864 0.0740 1.5143 0.149
H 2.0599 0.9588 -1.3983 0.087
H 1.5157 -0.6100 -0.8043 0.102
H 0.8461 1.5541 1.1285 0.142
H -0.2262 2.3123 -1.1062 0.142
H -2.3048 0.8646 -0.7944 0.126
H -1.4817 0.1436 -2.1896 0.125
```

Computed properties:
Total charge: 0
Maximum force: 1.53 eV Å⁻¹
Structure (SMILES): C[C@@H]1OC[C@@H]2C[C@@H]21
Energy above the lowest of the compared OMol25 structures with the same formula, charge and spin: 133.3 kJ/mol
DFT total energy: -309.7916 Ha
Gap between HOMO and LUMO: 10.903 eV


No. 2
# C6H10O

An isolated molecule of C6H10O (ωB97M-V with the def2-TZVPD basis set, the Open Molecules 2025 dataset).

XYZ file:
```
17
Properties=species:S:1:pos:R:3:lowdin_charge:R:1
C -2.2530 0.3330 0.2731 -0.030
C -0.7554 -0.0114 0.3223 -0.387
C -0.0720 -1.3544 -0.0361 -0.122
C 1.4376 -1.1259 0.0637 -0.092
C 1.9727 0.0949 0.0455 -0.081
C 1.1007 1.2997 -0.1740 -0.225
O -0.1914 0.9410 -0.5708 -0.134
H -2.8343 0.0030 1.1417 0.075
H -2.7639 0.0438 -0.6496 0.078
H -2.2513 1.4317 0.2937 0.084
H -0.4446 0.2145 1.3588 0.144
H -0.3167 -1.6570 -1.0645 0.119
H -0.3395 -2.1914 0.6242 0.113
H 2.0925 -1.9908 0.1771 0.099
H 3.0393 0.2720 0.1905 0.104
H 1.0341 1.9054 0.7474 0.127
H 1.4849 1.9314 -0.9789 0.126
```

Computed properties:
Total charge: 0
Maximum force: 0.40 eV Å⁻¹
Structure (SMILES): C[C@H]1CC=CCO1
Energy above the lowest of the compared OMol25 structures with the same formula, charge and spin: 62.7 kJ/mol
DFT total energy: -309.8185 Ha
Gap between HOMO and LUMO: 10.496 eV


No. 3
# C6H10O

An isolated molecule of C6H10O (ωB97M-V with the def2-TZVPD basis set, the Open Molecules 2025 dataset).

XYZ file:
```
17
Properties=species:S:1:pos:R:3:lowdin_charge:R:1
C 2.1838 -0.0577 -0.0925 -0.058
C 0.6997 -0.1848 -0.0860 -0.254
C -0.0887 -1.0348 0.7473 -0.188
C -1.5017 -0.7527 0.6388 -0.114
C -1.6369 0.2285 -0.5009 -0.157
C -0.2418 0.8802 -0.5956 -0.347
O -0.1616 2.0253 0.2658 -0.028
H 2.4979 0.8486 0.4464 0.082
H 2.5834 0.0250 -1.1115 0.078
H 2.6670 -0.9165 0.3868 0.076
H 0.3397 -1.7348 1.4643 0.136
H -2.2696 -1.4563 0.9365 0.089
H -0.3240 -1.5894 -0.2428 0.204
H -1.8753 -0.2801 -1.4540 0.122
H -2.3997 1.0008 -0.3501 0.118
H -0.0105 1.2684 -1.5913 0.146
H -0.4616 1.7304 1.1390 0.096
```

Computed properties:
Total charge: 0
Maximum force: 1.20 eV Å⁻¹
Energy above the lowest of the compared OMol25 structures with the same formula, charge and spin: 367.7 kJ/mol
DFT total energy: -309.7023 Ha
Gap between HOMO and LUMO (spin up / spin down): 7.420 / 7.769 eV


No. 4
# C6H10O

C6H10O as an isolated structure (ωB97M-V with the def2-TZVPD basis set, the Open Molecules 2025 dataset).

XYZ file:
```
17
Properties=species:S:1:pos:R:3:lowdin_charge:R:1
C -1.7910 0.8079 -0.6931 -0.001
C -0.4868 0.2829 -0.1598 -0.499
C -0.2440 -0.0348 1.3285 -0.033
C 1.1608 0.3747 0.8666 -0.291
C 1.5919 -0.7660 -0.0729 -0.116
C 0.2818 -0.8260 -0.9064 -0.101
O 0.5587 1.3097 -0.0522 -0.053
H -1.8108 0.8013 -1.7846 0.082
H -1.9161 1.8363 -0.3515 0.088
H -2.6307 0.2144 -0.3286 0.086
H -0.4140 -1.0503 1.7054 0.119
H -0.6981 0.7182 1.9774 0.121
H 1.8986 0.8292 1.5276 0.145
H 1.8257 -1.6994 0.4498 0.110
H 2.4576 -0.4705 -0.6715 0.110
H 0.4369 -0.5279 -1.9476 0.116
H -0.2204 -1.7997 -0.8870 0.117
```

Computed properties:
Total charge: 0
Maximum force: 0.51 eV Å⁻¹
Energy above the lowest of the compared OMol25 structures with the same formula, charge and spin: 66.7 kJ/mol
DFT total energy: -309.8170 Ha
Gap between HOMO and LUMO: 10.678 eV


What is the total charge in the third record?
0


The highest energy above the lowest of the compared OMol25 structures with the same formula, charge and spin belongs to which entry?
number 3